No. 1
{
  "formula": "C16H31N5O5",
  "method": "the ωB97M-V functional and the def2-TZVPD basis",
  "elements": ["N", "C", "O", "C", "C", "N", "C", "C", "O", "O", "N", "C", "N", "C", "O", "H", "H", "H", "H", "H", "H", "H", "H", "H", "H", "H", "H", "H", "C", "C", "C", "C", "C", "C", "N", "O", "C", "C", "C", "H", "H", "H", "H", "H", "H", "H", "H", "H", "H", "H", "H", "H", "H", "H", "H", "H", "H"],
  "coordinates": [[-0.7844, -0.7060, -0.6653], [-0.9027, 0.7414, -0.8115], [-0.0365, 1.4296, -1.2958], [-2.2784, 1.3791, -0.3407], [-3.2670, 1.3137, -1.5871], [-4.5480, 0.6496, -1.3206], [-5.5178, 0.8617, -0.3553], [-5.2773, 1.9967, 0.7001], [-6.5226, 2.5283, 1.1808], [-6.4808, 2.4072, 2.5657], [-6.6250, 0.0064, -0.4773], [-6.3698, -0.8124, -1.6294], [-7.2745, -1.7882, -2.1250], [-5.0762, -0.4173, -2.1373], [-4.4026, -0.9517, -3.2405], [-1.6134, -1.0131, -0.1356], [-0.9443, -1.0731, -1.6145], [-2.6806, 0.9277, 0.6033], [-2.0449, 2.4686, -0.1387], [-3.4245, 2.3730, -1.9546], [-2.7606, 0.7216, -2.3987], [-4.6774, 2.7936, 0.1584], [-4.6346, 1.5626, 1.5292], [-5.7546, 2.9758, 2.9045], [-7.4648, -0.0032, 0.1058], [-7.8395, -2.1991, -1.3801], [-6.8191, -2.4943, -2.7019], [-3.8398, -1.6892, -2.9181], [6.3308, -0.8910, -0.1080], [5.3943, -0.4448, 1.0323], [4.9019, 0.9910, 0.7624], [3.9018, 1.1309, -0.3826], [3.0630, -0.1260, -0.6127], [2.9487, -1.0605, 0.6083], [4.2964, -1.4271, 1.0348], [4.3080, -2.2771, 2.0983], [2.2254, -2.3252, 0.1170], [2.0761, -0.3985, 1.6904], [6.2372, -0.3693, 2.3151], [6.7235, -1.8929, 0.0791], [7.1885, -0.2144, -0.2087], [5.8178, -0.9146, -1.0720], [4.4391, 1.3891, 1.6711], [5.7555, 1.6510, 0.5665], [3.2458, 1.9827, -0.1743], [4.4280, 1.3819, -1.3087], [2.0701, 0.1676, -0.9649], [3.5083, -0.6840, -1.4440], [2.8286, -2.8606, -0.6214], [1.2724, -2.0708, -0.3585], [2.0043, -3.0159, 0.9343], [1.0823, -0.1659, 1.2892], [2.4979, 0.5366, 2.0658], [1.9276, -1.0603, 2.5469], [7.0556, 0.3481, 2.1927], [6.6940, -1.3283, 2.5634], [5.6387, -0.0408, 3.1684]],
  "lowdin_charge": [0.123, -0.484, 0.097, -0.087, -0.101, 0.025, -0.141, -0.109, -0.136, -0.036, 0.184, -0.204, 0.117, -0.204, 0.044, 0.081, 0.099, 0.106, 0.127, 0.148, 0.135, 0.139, 0.136, 0.119, 0.177, 0.099, 0.102, 0.122, -0.042, -0.509, -0.159, -0.184, -0.150, -0.518, -0.190, -0.225, -0.054, -0.030, -0.059, 0.083, 0.074, 0.068, 0.100, 0.111, 0.101, 0.102, 0.082, 0.107, 0.081, 0.040, 0.074, 0.048, 0.070, 0.073, 0.076, 0.074, 0.077],
  "total_charge": 0,
  "homo_lumo_gap_ha": 0.0549,
  "homo_energy_ev": -3.019
}

No. 2
{
  "formula": "C16H31N7OOs",
  "method": "the ωB97M-V functional and the def2-TZVPD basis",
  "elements": ["Os", "N", "C", "C", "N", "C", "C", "N", "H", "H", "H", "H", "H", "H", "H", "H", "H", "H", "H", "H", "H", "C", "N", "C", "C", "O", "N", "C", "C", "H", "H", "H", "H", "H", "H", "H", "H", "H", "H", "H", "H", "N", "C", "N", "C", "C", "C", "C", "C", "C", "H", "H", "H", "H", "H", "H"],
  "coordinates": [[-0.1094, 0.1445, 0.1251], [2.0067, 0.5184, 0.2619], [2.1907, 1.3728, 1.4754], [1.6880, 0.6746, 2.7383], [0.3654, 0.0411, 2.5373], [-0.8178, 0.5649, 3.2548], [-1.8225, 1.1773, 2.2835], [-2.0662, 0.2385, 1.1417], [2.3414, 1.0423, -0.5480], [2.6011, -0.3099, 0.3077], [3.2436, 1.6285, 1.6088], [1.6424, 2.3015, 1.3098], [2.4052, -0.0859, 3.0461], [1.6551, 1.4145, 3.5390], [0.4484, -0.9550, 2.7150], [-1.2949, -0.2488, 3.8029], [-0.5338, 1.3248, 3.9834], [-2.7490, 1.3963, 2.8172], [-1.4381, 2.1136, 1.8729], [-2.4099, -0.6477, 1.5130], [-2.8254, 0.6059, 0.5703], [-2.4844, 3.4770, -3.3291], [-1.4397, 2.7404, -2.6461], [-1.0077, 1.4997, -3.2719], [-0.8744, 3.0700, -1.4373], [-0.3470, 2.1823, -0.7016], [-0.8003, 4.3817, -1.0866], [-0.2576, 4.7433, 0.2109], [-1.0494, 5.5189, -1.9628], [-3.2336, 2.7630, -3.6855], [-2.0998, 3.9724, -4.2320], [-2.9691, 4.2074, -2.6903], [-1.3496, 1.4810, -4.3040], [-1.4259, 0.6273, -2.7600], [0.0816, 1.4307, -3.2483], [-0.2767, 3.9081, 0.8981], [-0.8340, 5.5798, 0.6141], [0.7726, 5.0998, 0.0962], [-0.9207, 5.2825, -3.0144], [-0.3607, 6.3216, -1.6973], [-2.0567, 5.9254, -1.8047], [-0.6682, -3.8912, -0.3998], [-0.9635, -2.6089, -0.3831], [0.0086, -1.8848, 0.2201], [0.9861, -2.8060, 0.6275], [2.1805, -2.6822, 1.3410], [2.9104, -3.8301, 1.5927], [2.4808, -5.0900, 1.1592], [1.2864, -5.2364, 0.4745], [0.5581, -4.0816, 0.2297], [-1.2393, -4.6312, -0.7954], [-1.8737, -2.2098, -0.8046], [2.5408, -1.7353, 1.7232], [3.8364, -3.7556, 2.1473], [3.0849, -5.9624, 1.3675], [0.9367, -6.2081, 0.1494]],
  "mulliken_spin": [2.378, 0.010, 0.064, -0.030, 0.243, -0.020, 0.073, 0.035, 0.004, 0.005, 0.000, -0.014, 0.002, -0.001, -0.009, 0.003, -0.002, 0.002, -0.023, 0.004, 0.002, 0.005, 0.505, 0.015, -0.102, -0.010, 0.439, -0.008, 0.010, 0.025, 0.041, 0.009, 0.008, 0.020, 0.019, 0.005, 0.020, 0.031, 0.008, 0.010, 0.026, 0.038, 0.030, 0.099, -0.004, 0.021, -0.009, 0.016, 0.012, -0.008, -0.001, 0.001, 0.004, 0.000, 0.000, 0.001],
  "total_charge": 4,
  "homo_lumo_gap_ha": [0.2776, 0.1426],
  "homo_energy_ev": [-20.022, -20.062],
  "spin_multiplicity": 5
}

No. 3
{
  "formula": "C16H31NP2SW",
  "method": "the ωB97M-V functional and the def2-TZVPD basis",
  "elements": ["P", "P", "C", "C", "H", "H", "H", "H", "C", "H", "H", "H", "C", "H", "H", "H", "C", "H", "H", "H", "C", "H", "H", "H", "W", "C", "C", "C", "C", "C", "C", "C", "C", "C", "H", "H", "H", "H", "H", "H", "H", "H", "H", "H", "H", "H", "H", "H", "H", "S", "C", "N"],
  "coordinates": [[0.7768, -2.2093, 0.9392], [-0.1807, 2.3248, 2.0220], [0.5856, 0.4150, 0.2840], [0.9444, 1.8145, 0.6259], [-0.4141, 0.3080, -0.1273], [1.2393, -0.1368, -0.3930], [2.0058, 1.9746, 0.8396], [0.6251, 2.4845, -0.1631], [-1.8919, 2.4471, 1.5027], [-2.3847, 3.1246, 2.2084], [-2.4109, 1.4823, 1.5546], [-1.9966, 2.8445, 0.4937], [0.5718, 3.8232, 2.6167], [0.3348, 4.6254, 1.8977], [1.6602, 3.6685, 2.6872], [0.1410, 4.0172, 3.6187], [-0.5749, -3.2924, 0.5257], [-0.6714, -4.0159, 1.3411], [-0.3887, -3.7628, -0.4401], [-1.4829, -2.6676, 0.4863], [2.4494, -2.6210, 0.3941], [3.1058, -1.7204, 0.4050], [2.4159, -3.0438, -0.6182], [2.8382, -3.3392, 1.1396], [0.2048, -0.3227, 2.0931], [0.5867, 1.1404, -2.2244], [-0.7018, 1.3131, -1.8549], [-1.8838, 0.6186, -2.4238], [-1.5661, -0.7665, -2.9762], [-0.7814, -1.5341, -1.9591], [0.5415, -1.8103, -2.0150], [1.5280, -1.1020, -2.8881], [1.1016, 0.3021, -3.3387], [-1.1361, -1.3605, 3.2352], [1.3599, 1.8111, -1.8454], [-0.9801, 2.1525, -1.2119], [-2.3199, 1.2391, -3.2237], [-2.6304, 0.5251, -1.6311], [-2.5272, -1.2910, -3.1070], [-1.0980, -0.7100, -3.9715], [-1.4406, -2.1235, -1.3349], [0.8487, -2.8581, -1.8008], [1.6828, -1.6803, -3.8062], [2.5144, -1.0657, -2.3849], [2.0202, 0.8044, -3.6654], [0.4626, 0.2688, -4.2376], [-0.6527, -1.6087, 4.1967], [-1.5102, -2.2732, 2.7760], [-1.9539, -0.6730, 3.4810], [2.0738, -0.3838, 3.1541], [-0.3720, 1.2511, 4.0125], [-0.6679, 1.5920, 5.1115]],
  "mulliken_spin": [0.558, 0.295, 0.260, 0.149, -0.147, -0.035, 0.019, 0.024, 0.004, 0.000, 0.001, 0.009, 0.000, 0.003, -0.003, -0.002, 0.008, 0.024, 0.003, 0.002, 0.019, 0.003, 0.007, 0.018, 0.216, 0.018, 0.006, 0.007, 0.006, -0.001, 0.032, -0.006, 0.010, 0.041, -0.004, 0.000, -0.002, 0.000, 0.000, 0.001, 0.011, 0.012, 0.001, 0.001, 0.001, 0.000, -0.001, -0.006, 0.017, 0.199, 0.133, 0.090],
  "total_charge": 2,
  "e_above_lowest_kcal_mol": 68.3,
  "homo_lumo_gap_ha": [0.2086, 0.2044],
  "homo_energy_ev": [-14.196, -14.751],
  "spin_multiplicity": 3
}

No. 4
{
  "formula": "C16H31O7PtS2Si3",
  "method": "the ωB97M-V functional and the def2-TZVPD basis",
  "elements": ["Pt", "C", "O", "Si", "C", "C", "C", "Si", "C", "C", "C", "Si", "C", "C", "C", "H", "H", "H", "H", "H", "H", "H", "H", "H", "H", "H", "H", "H", "H", "H", "H", "H", "H", "H", "H", "H", "H", "H", "H", "H", "H", "H", "O", "S", "O", "O", "C", "C", "C", "C", "C", "C", "S", "O", "O", "O", "H", "H", "H", "H"],
  "coordinates": [[-0.7450, -0.0754, 0.2670], [1.0229, 3.2350, -1.1968], [0.0772, 3.2578, -0.1369], [0.3565, 2.8947, 1.4445], [-0.3788, 4.1812, 2.5729], [2.1709, 2.7236, 1.7752], [-0.7124, 1.3410, 1.7628], [-0.1181, 0.1350, 3.0607], [-0.7006, -1.5872, 2.4189], [1.7294, 0.0567, 3.2221], [-0.8801, 0.4497, 4.7275], [-2.5153, 1.5426, 1.3915], [-3.7768, 1.5299, 2.7486], [-2.8852, -0.3224, 0.4472], [-2.9370, 2.7802, 0.0841], [1.4540, 4.2268, -1.3398], [0.5028, 2.9406, -2.1091], [1.8250, 2.5172, -1.0065], [0.1877, 5.1118, 2.5021], [-0.3332, 3.8530, 3.6179], [-1.4179, 4.4102, 2.3366], [2.6547, 3.6442, 1.4362], [2.6318, 1.8849, 1.2510], [2.3834, 2.6294, 2.8431], [-0.4015, -2.0248, 1.4507], [-1.7593, -1.7651, 2.5790], [-0.1318, -2.2195, 3.1109], [2.2559, 0.1041, 2.2790], [1.9799, -0.8968, 3.6972], [2.1024, 0.8479, 3.8778], [-1.9185, 0.1402, 4.8103], [-0.8126, 1.5107, 4.9816], [-0.3102, -0.1039, 5.4776], [-3.4111, 1.1251, 3.6853], [-4.6543, 0.9480, 2.4459], [-4.1254, 2.5500, 2.9222], [-3.2584, -0.8168, 1.3405], [-2.6807, -1.1302, -0.2550], [-3.6733, 0.2283, -0.0784], [-2.2010, 2.7750, -0.7170], [-2.9539, 3.7787, 0.5225], [-3.9278, 2.5909, -0.3360], [3.3364, -1.1155, 0.1248], [2.0091, -1.2197, -0.3872], [1.2211, -2.3619, -0.0287], [1.2484, 0.0601, 0.0368], [2.0659, -1.0639, -2.1543], [3.3158, -1.2306, -2.7241], [3.4774, -1.1263, -4.1005], [2.3965, -0.8384, -4.9097], [1.1384, -0.6581, -4.3520], [0.9644, -0.7702, -2.9810], [-0.7116, -0.5813, -2.4391], [-0.7951, 0.7029, -1.5346], [-1.5377, -0.3672, -3.5700], [-1.0190, -1.6399, -1.4881], [4.1573, -1.4385, -2.0781], [4.4587, -1.2649, -4.5335], [2.5216, -0.7539, -5.9803], [0.2828, -0.4395, -4.9750]],
  "lowdin_charge": [1.315, -0.110, -0.268, 0.367, -0.126, -0.138, -0.505, 0.424, -0.148, -0.154, -0.142, 0.488, -0.128, -0.204, -0.149, 0.095, 0.084, 0.076, 0.052, 0.044, 0.030, 0.060, 0.033, 0.040, 0.024, 0.042, 0.081, 0.007, 0.060, 0.046, 0.027, 0.047, 0.054, 0.020, 0.057, 0.057, 0.048, 0.049, 0.072, 0.034, 0.052, 0.058, -0.242, 0.540, -0.285, -0.481, -0.218, -0.026, -0.025, -0.031, -0.031, -0.224, 0.605, -0.399, -0.208, -0.334, 0.123, 0.123, 0.122, 0.120],
  "total_charge": 1,
  "e_above_lowest_kcal_mol": 0.0,
  "homo_lumo_gap_ha": 0.2681,
  "homo_energy_ev": -12.882
}

| no. | E (eV) |
| --- | --- |
| 1 | -34772.2048 |
| 2 | -31997.7805 |
| 3 | -49799.0450 |
| 4 | -79971.8998 |